Record 1
{
  "formula": "C7H14N3O",
  "method": "ωB97M-V/def2-TZVPD",
  "species": ["H", "C", "C", "H", "C", "H", "H", "C", "H", "O", "C", "N", "H", "H", "C", "H", "H", "C", "H", "N", "H", "N", "H", "H", "H"],
  "xyz": [[-2.268, 1.774, 1.832], [-0.749, -1.077, -0.488], [0.029, -1.976, 0.335], [3.868, 0.294, 0.431], [2.134, -0.573, 0.208], [-0.689, -1.202, -1.536], [0.223, 2.073, 1.020], [-0.134, 0.413, -0.418], [-0.062, 2.035, -1.661], [-2.138, -1.121, -0.151], [1.348, -1.796, 0.534], [-1.868, 1.276, 1.050], [1.389, -0.005, -1.686], [-2.666, -1.776, -0.514], [-0.407, 1.050, 0.962], [-2.280, 0.403, 1.051], [-0.630, -2.870, 0.565], [1.400, 0.339, -0.723], [-1.870, 1.869, 0.129], [-0.720, 1.302, -1.404], [1.901, 1.267, -0.699], [3.338, -0.551, 0.627], [-0.144, 0.351, 1.705], [2.097, -2.377, 1.078], [-1.103, 0.878, -2.248]],
  "atomic_forces_ev_per_a": [[0.49, 0.60, 0.38], [-0.39, 2.90, -0.54], [0.70, -2.08, 0.09], [-0.15, 0.10, -0.35], [-0.17, -1.01, -0.91], [0.31, -1.06, -1.31], [-1.72, -2.30, 0.22], [-0.11, -0.14, 0.33], [-0.19, -0.17, -0.14], [1.50, 3.15, 1.99], [0.54, -0.06, 1.20], [1.84, 3.93, -1.47], [0.59, -1.19, -2.59], [-0.99, -2.18, -1.44], [2.02, 1.85, -0.31], [-1.64, -2.51, -1.05], [1.61, 0.76, 0.28], [-1.05, -0.07, 3.04], [-1.48, -1.43, 0.84], [-0.76, 0.54, 0.00], [0.08, 1.59, -0.11], [-0.88, 0.15, 0.23], [0.73, -0.49, 1.17], [-1.07, -0.89, 0.08], [0.18, 0.01, 0.36]],
  "mulliken_charge": [0.36, 0.24, -0.59, 0.25, 0.47, 0.55, 0.33, 1.09, 0.25, -0.64, -0.59, -0.09, 0.40, 0.36, -1.44, 0.20, 0.28, -1.18, 0.41, -0.71, 0.58, -0.72, 0.53, 0.43, 0.24],
  "charge": 1,
  "lumo_ev": -3.08,
  "homo_ev": -13.08,
  "e_tot_ev": -13995.65578,
  "smiles": "[H]/N=C1/C=C[C@@H](O)[C@@](N)(C[NH3+])C1",
  "molar_mass_g_mol": 156.21,
  "gap_ev": 10.00
}

=====

Record 2
{
  "formula": "C7H14N3O2",
  "method": "ωB97M-V/def2-TZVPD",
  "species": ["C", "N", "H", "O", "H", "O", "C", "H", "H", "C", "H", "C", "C", "C", "H", "H", "N", "H", "C", "H", "H", "N", "H", "H", "H", "H"],
  "xyz": [[0.578, -1.516, -2.484], [0.661, 4.039, 1.573], [-1.888, -2.521, -1.769], [0.212, -0.234, -2.962], [0.946, 2.207, 0.604], [1.158, -2.266, -3.133], [0.005, -1.603, -1.062], [-0.744, 0.406, 0.743], [0.321, -0.129, 1.903], [-0.403, 0.376, -1.966], [0.812, -1.632, 0.893], [0.409, 2.694, 1.374], [-0.526, 1.980, 2.059], [1.191, -1.907, -0.158], [0.321, 4.480, 2.480], [-1.366, 0.276, 2.468], [-0.583, 0.578, 1.796], [2.046, -1.321, -0.447], [-1.139, -2.621, -1.017], [-0.726, -3.565, -1.380], [1.478, -3.010, -0.262], [-0.604, -0.253, -0.873], [-1.089, 2.260, 2.826], [-1.646, -2.616, -0.092], [-0.698, 1.368, -2.176], [1.274, 4.530, 1.064]],
  "atomic_forces_ev_per_a": [[-2.09, 1.52, 1.50], [-3.61, -2.54, 4.00], [-0.63, 1.09, -0.68], [0.54, -0.22, -0.65], [0.65, -0.29, -0.75], [1.56, -1.88, -1.50], [-0.71, 0.40, -1.20], [-0.76, -0.44, 0.59], [-2.47, 2.52, 0.57], [-0.33, -0.53, 0.86], [1.09, -0.88, -1.20], [-1.43, 1.77, 1.63], [4.36, 0.33, -3.24], [-1.18, -1.01, 1.36], [0.70, -0.84, -2.05], [1.46, -0.46, -1.86], [0.43, -3.43, 0.35], [0.36, 0.37, 0.18], [1.47, -0.67, -1.41], [0.12, -0.41, 1.01], [-0.51, 1.58, 0.46], [1.05, 0.13, 0.09], [-2.10, 1.53, 2.98], [-0.21, -0.43, 1.24], [-0.41, 0.95, -0.09], [2.64, 1.86, -2.18]],
  "mulliken_charge": [0.24, -0.40, 0.42, -0.37, 0.35, -0.42, 1.42, 0.48, 0.44, -0.17, 0.18, -0.04, -0.57, -1.33, 0.22, 0.36, -0.17, 0.38, -1.73, 0.41, 0.35, -0.54, 0.37, 0.40, 0.52, 0.20],
  "charge": 1,
  "lumo_ev": -3.16,
  "homo_ev": -12.51,
  "e_tot_ev": -16043.32823,
  "molar_mass_g_mol": 172.21,
  "gap_ev": 9.36
}

=====

Record 3
{
  "formula": "C7H14N3OW",
  "method": "ωB97M-V/def2-TZVPD",
  "species": ["H", "H", "C", "N", "C", "C", "H", "H", "N", "H", "H", "W", "N", "H", "C", "H", "H", "C", "C", "H", "O", "H", "H", "C", "H", "H"],
  "xyz": [[-0.863, -1.631, -0.484], [2.429, 0.875, -2.367], [0.333, -0.846, 3.936], [1.081, -1.592, -3.597], [-0.274, -1.021, 0.219], [1.349, 0.655, 0.612], [1.281, 0.927, 4.462], [0.987, -2.570, -3.375], [0.650, -0.119, -0.266], [1.970, -1.480, -4.092], [-3.710, 1.437, -3.474], [0.918, -0.002, -2.240], [1.070, -0.021, 4.748], [-3.989, 2.627, -2.173], [1.298, 0.479, 1.978], [1.953, 1.105, 2.591], [1.037, -0.219, 5.738], [-3.252, 2.184, -2.853], [0.383, -0.454, 2.501], [-2.762, 2.974, -3.445], [-0.242, -1.848, 4.356], [1.982, 1.405, 0.165], [0.312, -1.368, -4.234], [-0.411, -1.201, 1.603], [-2.422, 1.671, -2.298], [-1.108, -1.967, 1.990]],
  "atomic_forces_ev_per_a": [[0.50, 0.42, 0.24], [-0.58, -0.46, -0.18], [-0.01, -0.42, 1.73], [0.37, 0.01, -0.77], [0.39, 0.36, 1.51], [-0.17, -0.32, -0.18], [-0.07, -0.36, 0.27], [-0.01, -0.33, 0.30], [-0.69, -0.66, 1.27], [-0.14, -0.17, -0.13], [-0.31, -0.13, -0.43], [0.36, 1.34, 0.03], [-0.36, -0.12, -0.14], [0.31, -0.21, -0.11], [-0.80, -0.04, 0.04], [-0.27, -0.37, -0.23], [-0.02, 0.08, -0.11], [1.24, 0.18, 0.61], [0.13, -0.62, -1.23], [-0.43, -0.33, 0.08], [0.62, 1.23, -1.00], [0.24, -0.06, -0.04], [0.06, -0.15, -0.49], [-0.10, 0.04, -0.71], [-0.80, 0.47, -0.13], [0.53, 0.63, -0.18]],
  "lowdin_spin": [0.00, -0.01, -0.01, 0.05, -0.03, -0.03, 0.00, 0.00, 0.04, 0.01, 0.00, 2.00, 0.00, 0.00, 0.01, 0.00, 0.00, 0.00, -0.04, 0.00, -0.01, 0.00, 0.00, 0.01, 0.01, 0.00],
  "charge": 1,
  "lumo_ev": [-4.33, -4.51],
  "homo_ev": [-11.27, -9.99],
  "e_tot_ev": -15818.89768,
  "s2": 2.176,
  "multiplicity": 3,
  "molar_mass_g_mol": 340.05,
  "gap_ev": [6.94, 5.48]
}

=====

Record 4
{
  "formula": "C7H14N4",
  "method": "ωB97M-V/def2-TZVPD",
  "species": ["C", "H", "H", "C", "H", "N", "C", "C", "H", "H", "C", "H", "N", "H", "H", "H", "N", "N", "H", "H", "C", "H", "H", "C", "H"],
  "xyz": [[-0.583, -0.008, 0.472], [-1.406, -1.617, 1.614], [-2.418, -0.629, -0.513], [-1.782, 1.212, -1.325], [-0.970, -0.740, -1.447], [2.992, 1.022, 0.087], [-1.153, 0.899, 1.605], [-1.504, -0.120, -0.741], [-2.123, 1.006, -2.352], [3.669, 0.873, -0.681], [1.463, -1.801, -1.438], [2.706, 1.970, 0.218], [0.639, 0.681, 0.145], [-0.523, 0.742, 2.514], [0.223, -1.344, 2.056], [3.023, -1.382, -0.177], [1.009, -2.655, -2.080], [2.114, -1.032, -0.541], [-2.179, 0.636, 1.925], [-0.152, -2.193, 0.477], [-0.415, -1.375, 1.225], [-2.507, 1.830, -0.863], [-0.863, 1.775, -1.400], [1.817, 0.295, -0.142], [-1.079, 1.953, 1.362]],
  "atomic_forces_ev_per_a": [[-0.36, -0.58, 2.25], [-0.04, -0.11, -0.07], [-0.54, -0.45, 0.45], [0.33, -0.06, -2.25], [0.04, -0.20, -0.44], [-0.40, -0.89, -1.28], [-0.07, -0.32, 0.73], [0.93, -0.14, 0.99], [-0.06, 0.50, 0.15], [-0.53, 0.51, 0.72], [0.21, -0.71, 0.64], [0.31, 0.78, 0.18], [2.54, 1.10, -0.51], [-0.32, 0.20, -0.66], [1.29, 0.16, 0.93], [-1.08, 0.09, -0.68], [0.21, 1.01, 0.20], [1.58, -0.74, -0.06], [0.32, 0.09, -0.43], [-0.14, 0.79, 1.19], [-1.15, -0.77, -3.30], [-0.81, 0.35, 0.81], [0.25, 0.28, -0.10], [-2.31, -1.01, 0.71], [-0.18, 0.12, -0.17]],
  "mulliken_charge": [1.25, 0.50, 0.45, -1.37, 0.21, -0.57, -1.79, -0.37, 0.40, 0.25, 0.38, 0.31, -0.40, 0.42, 0.46, 0.29, -0.49, -0.23, 0.35, 0.34, -1.86, 0.31, 0.36, 0.37, 0.44],
  "lumo_ev": 0.47,
  "homo_ev": -9.29,
  "e_tot_ev": -13445.43065,
  "smiles": "CCC(C)(C)/N=C(/N)NC#N",
  "molar_mass_g_mol": 154.22,
  "gap_ev": 9.75
}

=====

Record 5
{
  "formula": "C7H14N4O5SSm",
  "method": "ωB97M-V/def2-TZVPD",
  "species": ["O", "H", "H", "H", "H", "H", "H", "H", "Sm", "C", "C", "O", "N", "C", "C", "H", "N", "H", "H", "O", "H", "C", "N", "H", "H", "S", "N", "O", "C", "H", "C", "O"],
  "xyz": [[2.647, 0.196, 0.175], [-1.507, -0.231, 2.311], [-2.304, 2.176, -2.393], [1.388, -2.475, 1.470], [-1.419, -1.010, -0.657], [-1.234, -0.682, -4.368], [-0.259, 0.747, 3.264], [2.158, -0.989, 3.228], [0.734, 0.295, -0.690], [0.387, -2.048, 1.590], [-0.511, 0.239, 2.317], [4.114, -0.732, 1.647], [-1.332, 1.974, -2.529], [-0.630, -2.397, 0.520], [-0.861, 0.994, -3.350], [-0.023, -2.330, 2.565], [0.565, -0.553, 1.739], [0.313, 2.992, -2.087], [-2.656, 0.325, -4.122], [-1.426, 1.015, 0.173], [-0.412, -3.438, 0.182], [-0.585, 1.365, 1.135], [-1.670, 0.163, -3.996], [1.869, 0.684, 2.837], [-1.644, -2.375, 1.005], [0.853, 0.732, -3.477], [-0.412, 2.454, -1.623], [0.355, 2.207, 0.915], [3.056, -0.260, 1.334], [-0.874, 2.861, -0.811], [1.924, -0.306, 2.398], [-0.602, -1.592, -0.699]],
  "atomic_forces_ev_per_a": [[0.66, -0.05, -0.03], [0.59, -0.07, 0.25], [-0.28, 0.00, 0.03], [-0.31, 0.02, -0.23], [0.84, -0.94, -0.01], [-0.37, 0.68, -0.18], [-0.13, -0.68, -0.24], [-0.18, -0.11, -0.52], [1.11, 1.64, -0.96], [-0.29, 1.91, 0.89], [-0.48, 2.50, -1.15], [0.30, 0.51, -0.63], [0.38, -1.59, -1.91], [-0.63, -1.79, 0.32], [0.46, 0.19, 1.00], [0.14, -0.80, -0.21], [1.88, -1.06, 0.07], [-0.39, 0.73, 0.09], [-0.05, -0.09, 0.07], [1.28, 0.00, 2.03], [-0.44, 0.71, 0.32], [-0.61, -0.15, -0.19], [-0.11, -0.23, -0.32], [0.04, 0.27, 0.02], [0.80, 0.11, -0.94], [-0.63, -0.15, -0.14], [1.01, 0.55, 0.55], [-1.81, -2.14, 1.00], [-0.70, -1.30, 1.29], [0.42, 0.13, -0.48], [-0.88, 0.73, -0.55], [-1.61, 0.45, 0.78]],
  "lowdin_spin": [-0.02, 0.00, 0.00, 0.00, 0.00, 0.00, 0.00, 0.00, 5.07, 0.00, 0.00, 0.00, 0.00, 0.00, 0.00, 0.00, -0.01, 0.00, 0.00, -0.01, 0.00, 0.00, 0.00, 0.00, 0.00, -0.01, -0.01, 0.00, 0.00, 0.00, 0.00, -0.01],
  "charge": 1,
  "lumo_ev": [-3.68, -3.20],
  "homo_ev": [-12.62, -12.63],
  "e_tot_ev": -52419.11118,
  "s2": 8.760,
  "multiplicity": 6,
  "molar_mass_g_mol": 416.64,
  "gap_ev": [8.93, 9.43]
}

=====

Record 6
{
  "formula": "C7H14N4OS",
  "method": "ωB97M-V/def2-TZVPD",
  "species": ["H", "H", "S", "H", "H", "H", "C", "C", "O", "C", "C", "N", "H", "C", "H", "H", "H", "H", "H", "N", "N", "H", "H", "H", "C", "N", "C"],
  "xyz": [[1.989, 0.827, -2.322], [-0.776, -2.155, 1.226], [-1.758, 0.833, 1.026], [-4.622, -2.434, -1.089], [2.859, -0.481, 1.779], [-3.838, 1.559, -0.985], [3.312, -0.184, 0.738], [2.703, 0.941, -1.420], [-1.563, 2.152, 0.383], [-3.075, 0.021, 0.191], [2.207, 0.011, -0.338], [-3.302, -1.299, 0.165], [3.653, 0.465, -1.789], [-0.163, -0.246, 0.486], [2.781, 1.984, -0.999], [4.183, -0.855, 0.609], [3.722, 0.819, 0.781], [0.784, 1.525, 0.040], [-0.304, -0.509, -0.542], [-0.130, -1.340, 1.386], [-4.672, -0.222, -1.211], [1.416, 0.813, 1.507], [1.926, -0.835, -1.031], [-0.124, -1.192, 2.314], [1.067, 0.583, 0.457], [-3.900, 0.627, -0.680], [-4.376, -1.410, -0.683]],
  "atomic_forces_ev_per_a": [[0.97, 0.89, 1.39], [0.83, 1.54, -0.28], [1.84, -0.11, 0.60], [-0.44, 1.71, 0.63], [0.90, 0.58, -2.03], [-0.11, 1.26, -0.26], [-0.24, -1.16, 1.35], [-0.17, -0.04, -1.27], [-0.61, 0.78, -0.48], [0.63, -1.83, -0.72], [0.75, -1.50, -0.35], [-0.44, 0.98, 0.53], [-0.50, 1.11, 0.32], [-1.44, -0.58, 1.02], [0.26, -0.87, -1.00], [-0.62, 0.12, -0.62], [0.26, 0.25, 0.68], [-0.29, 0.88, -0.37], [-0.77, -0.73, -0.46], [-0.78, -3.01, -4.16], [-3.34, -3.00, -2.29], [-0.52, -0.15, -1.04], [0.06, -0.17, 1.77], [0.31, 1.30, 3.71], [-0.55, 1.26, 1.76], [2.19, 0.58, 2.18], [1.85, -0.09, -0.63]],
  "mulliken_charge": [0.31, 0.28, 0.31, 0.33, 0.28, 0.28, -1.51, -1.53, -0.65, 0.47, 0.78, -0.47, 0.37, -0.26, 0.42, 0.32, 0.44, 0.51, 0.57, -0.59, -0.88, 0.40, 0.31, 0.21, -1.08, 0.43, -0.04],
  "lumo_ev": 0.82,
  "homo_ev": -8.52,
  "e_tot_ev": -26326.41690,
  "molar_mass_g_mol": 202.28,
  "gap_ev": 9.34
}

=====

Record 7
{
  "formula": "C7H14N6",
  "method": "ωB97M-V/def2-TZVPD",
  "species": ["H", "H", "N", "H", "H", "C", "H", "H", "H", "N", "C", "H", "C", "C", "N", "H", "H", "C", "H", "H", "N", "H", "H", "N", "N", "C", "C"],
  "xyz": [[-4.576, -2.699, -1.110], [2.462, 1.643, -0.786], [1.622, 0.209, 0.736], [0.552, 2.753, 0.480], [-2.649, 1.448, -0.121], [-3.922, -2.385, -0.253], [4.439, 1.734, 0.235], [0.303, -2.881, 0.067], [-2.314, -3.823, -0.681], [-2.545, -2.898, -0.285], [-1.691, -1.854, -0.159], [-0.902, 2.828, -0.436], [-0.425, -2.088, -0.131], [2.578, 0.629, -0.279], [-0.207, 2.274, 0.083], [3.791, 0.683, 1.427], [-4.463, -0.311, -0.192], [4.016, 0.745, 0.390], [2.787, -0.129, -1.016], [2.092, -0.458, 1.484], [0.315, 0.091, 0.497], [-4.409, -2.831, 0.562], [4.798, -0.001, 0.200], [-1.896, 0.672, 0.043], [-3.729, -0.958, -0.106], [-2.444, -0.585, -0.057], [-0.557, 0.978, 0.229]],
  "atomic_forces_ev_per_a": [[0.89, 0.80, 0.15], [-0.89, -1.49, 0.78], [0.70, -0.28, 0.91], [1.23, 0.16, 0.59], [2.37, -1.46, 0.64], [0.11, -1.76, -1.54], [0.01, -0.02, -0.12], [-0.31, 0.58, -0.24], [-0.17, 1.07, 0.37], [-2.47, -0.08, -0.58], [-0.06, -0.48, 0.05], [0.82, 0.08, 0.72], [3.20, 2.19, 0.88], [2.97, 1.07, -0.78], [-3.47, -0.19, -1.41], [0.33, 0.11, 1.30], [-1.32, 0.82, 0.13], [-0.82, 0.28, 0.21], [-0.96, -0.40, -0.71], [-1.92, 1.73, -1.82], [0.66, -4.15, 1.03], [-0.85, 0.00, 1.63], [-0.69, -0.02, -0.50], [-3.87, -0.35, -1.01], [2.73, 0.89, -0.08], [-0.08, -1.10, -0.19], [1.88, 2.00, -0.40]],
  "mulliken_charge": [0.34, 0.27, -0.44, 0.27, 0.35, -0.55, 0.31, 0.38, 0.29, -0.24, 0.61, 0.19, -0.41, -0.16, -0.38, 0.32, 0.20, -1.04, 0.23, 0.34, -0.14, 0.34, 0.33, -0.17, -0.05, 0.16, 0.65],
  "charge": 2,
  "lumo_ev": [-9.21, -8.29],
  "homo_ev": [-15.82, -16.09],
  "e_tot_ev": -16404.83834,
  "molar_mass_g_mol": 182.23,
  "gap_ev": [6.61, 7.81]
}

=====

Record 8
{
  "formula": "C7H14NO",
  "method": "ωB97M-V/def2-TZVPD",
  "species": ["C", "H", "H", "H", "C", "H", "C", "N", "H", "C", "H", "O", "H", "H", "C", "H", "H", "H", "C", "H", "H", "C", "H"],
  "xyz": [[-0.146, -1.768, 0.315], [-1.019, -2.048, 0.901], [-1.421, 2.528, -1.121], [0.704, -1.910, 0.971], [-0.076, -2.567, -1.042], [-1.003, -2.458, -1.532], [1.726, 1.270, -0.434], [0.034, -0.319, -0.146], [1.785, -0.300, 1.001], [-1.064, 1.722, -0.601], [-1.814, 1.593, 2.468], [-1.050, 2.156, 0.705], [-0.905, 0.136, -1.980], [2.669, 0.862, -0.854], [-1.029, 1.147, 1.717], [0.684, -2.197, -1.699], [2.127, 2.082, 0.198], [-1.811, 0.347, 1.602], [1.148, 0.104, 0.213], [0.027, 0.913, 1.933], [0.075, -3.556, -0.542], [-0.796, 0.458, -0.925], [1.155, 1.805, -1.148]],
  "atomic_forces_ev_per_a": [[-0.11, 0.44, -2.27], [-0.45, 0.74, -0.32], [-0.82, 1.29, -2.21], [0.13, -0.42, -0.23], [0.23, -0.56, 3.71], [-1.19, -0.35, -0.52], [2.53, 1.02, 0.46], [-1.10, -3.40, 2.36], [-0.45, -0.72, -0.36], [-0.26, -1.14, 4.01], [2.85, 0.06, -0.06], [0.22, -0.98, -1.36], [-0.13, 0.13, 0.84], [-0.28, 0.25, -0.21], [-3.56, 1.54, 1.78], [0.82, -0.25, -0.08], [-0.27, -0.62, 0.48], [1.67, -0.38, -1.30], [2.69, 3.22, 0.19], [-1.18, -0.07, 1.01], [-0.01, 0.12, -1.74], [-0.97, 0.28, -3.35], [-0.36, -0.17, -0.83]],
  "mulliken_charge": [-0.41, 0.34, 0.53, 0.32, -1.06, 0.36, -1.39, 0.24, 0.50, -0.57, 0.33, -0.33, 0.29, 0.40, -0.63, 0.35, 0.37, 0.23, 0.05, 0.31, 0.37, 0.01, 0.39],
  "charge": 1,
  "lumo_ev": -4.22,
  "homo_ev": -13.71,
  "e_tot_ev": -11013.12759,
  "smiles": "C/C=[N+](\\C=C/OC)CC",
  "molar_mass_g_mol": 128.19,
  "gap_ev": 9.49
}